[1]
{
  "formula": "C4H7FIP",
  "method": "the ωB97M-V functional and the def2-TZVPD basis",
  "elements": ["C", "C", "P", "F", "C", "C", "I", "H", "H", "H", "H", "H", "H", "H"],
  "coordinates": [[0.476234, -1.748336, -0.585811], [0.470367, -0.488149, 0.238678], [1.922005, 0.089801, 0.849960], [2.891831, -1.167828, 0.641465], [-0.683688, 0.495715, -0.068237], [-0.677188, 1.900604, 0.481885], [-2.886989, -0.362984, 0.279399], [0.943407, -1.560641, -1.647386], [0.674719, -2.693869, 0.002355], [-0.594604, -1.961732, -0.771050], [-0.738831, 0.459306, -1.113673], [-0.958206, 2.734920, -0.273451], [0.389195, 2.126777, 0.546751], [-1.228250, 2.176414, 1.419120]],
  "forces_ev_per_a": [[-1.6, -0.9, -0.8], [0.1, 1.4, -0.5], [-0.8, 0.0, 0.4], [0.1, -0.1, -0.1], [-0.6, -1.3, 1.5], [0.2, 2.1, -0.8], [1.6, 0.4, -0.1], [-0.4, -0.9, 2.3], [1.0, 1.2, -1.0], [0.3, 0.3, -0.4], [-0.3, 0.2, -1.5], [-0.2, -1.8, 0.9], [0.1, 0.3, 0.8], [0.7, -0.9, -0.8]],
  "lowdin_charge": [-0.172, -0.611, 0.961, -0.370, -0.635, -0.212, 0.555, 0.128, 0.096, 0.016, 0.038, 0.109, 0.014, 0.082],
  "gap_ev": 8.6,
  "homo_ev": -9.2,
  "charge": 0,
  "e_tot_ha": -895.4802,
  "e_above_lowest_kcal_mol": 26.7
}



[2]
{
  "formula": "C4H7FN2",
  "method": "the ωB97M-V functional and the def2-TZVPD basis",
  "elements": ["C", "C", "C", "C", "N", "N", "F", "H", "H", "H", "H", "H", "H", "H"],
  "coordinates": [[0.575368, 1.300802, -0.247680], [-2.738940, -0.281474, 0.528710], [-1.706053, -0.146728, -0.292948], [1.891747, -0.655648, 0.258668], [-0.485665, -0.705331, 0.034885], [0.688249, 0.026972, -0.019137], [-3.940340, 0.171968, 0.018808], [1.540442, 1.962190, -0.385658], [-0.300586, 1.822996, -0.209967], [-1.599982, 0.336410, -1.392593], [2.895074, 0.044560, 0.248070], [1.717868, -1.133775, 1.185781], [2.085440, -1.458273, -0.558996], [-0.622619, -1.284669, 0.832055]],
  "forces_ev_per_a": [[5.3, 0.5, -0.3], [-0.7, -0.3, 1.2], [0.4, 2.5, -4.2], [3.9, -0.5, -2.4], [1.3, -1.0, -0.6], [-3.1, 2.5, 0.4], [0.5, 0.0, -0.2], [-1.9, -1.9, 0.2], [-2.5, 0.6, -0.1], [-0.8, -0.9, 2.2], [-3.0, -1.6, 0.3], [0.4, -0.6, 1.1], [-0.5, 1.3, 1.5], [0.6, -0.7, 1.0]],
  "lowdin_charge": [0.109, -0.205, -0.324, -0.032, -0.016, -0.221, -0.129, 0.139, 0.046, 0.147, 0.159, 0.078, 0.132, 0.116],
  "gap_ev": 6.3,
  "homo_ev": -7.0,
  "charge": 0,
  "e_tot_ha": -365.7477,
  "e_above_lowest_kcal_mol": 144.9
}



[3]
{
  "formula": "C4H7FN2",
  "method": "the ωB97M-V functional and the def2-TZVPD basis",
  "elements": ["C", "C", "C", "C", "N", "N", "F", "H", "H", "H", "H", "H", "H", "H"],
  "coordinates": [[2.413343, 0.247733, 1.057221], [0.985257, 0.389503, 0.753113], [-1.638351, -0.483610, -1.085862], [-1.606652, -0.120317, 0.357519], [3.192195, 1.172162, 0.711262], [0.202885, -0.555232, 0.992537], [-1.732422, 1.193168, 0.595533], [2.693107, -0.689759, 1.551625], [0.708570, 1.348605, 0.306969], [-2.656945, -0.380253, -1.466293], [-1.313494, -1.511326, -1.214204], [-0.987123, 0.177617, -1.655652], [-2.187592, -0.705236, 1.059824], [4.177029, 1.024022, 0.920537]],
  "forces_ev_per_a": [[0.4, -0.4, 0.3], [-0.4, 0.5, -0.3], [-0.1, 0.2, 0.1], [3.9, -0.8, 1.3], [0.3, 0.7, -0.3], [-3.7, -0.1, -1.1], [-0.3, 0.2, -0.2], [0.1, 0.1, 0.0], [-0.1, 0.1, -0.1], [0.0, 0.0, 0.0], [0.0, -0.1, 0.0], [0.0, 0.0, 0.0], [0.0, 0.0, 0.0], [-0.1, -0.3, 0.1]],
  "lowdin_charge": [-0.256, -0.284, -0.062, -0.260, 0.095, 0.123, 0.009, 0.109, 0.110, 0.084, 0.082, 0.083, 0.118, 0.050],
  "gap_ev": 10.1,
  "homo_ev": -9.2,
  "charge": 0,
  "e_tot_ha": -365.9026,
  "e_above_lowest_kcal_mol": 47.6
}



[4]
{
  "formula": "C4H7FN3",
  "method": "the ωB97M-V functional and the def2-TZVPD basis",
  "elements": ["N", "C", "N", "C", "N", "C", "C", "F", "H", "H", "H", "H", "H", "H", "H"],
  "coordinates": [[-0.006584, -1.291806, -1.744215], [-0.091838, -0.450104, -0.733492], [-0.975925, -0.526706, 0.190681], [-0.934710, 0.112576, 1.535171], [0.465427, 0.425360, 1.845144], [1.208083, 0.892382, 0.970382], [0.877992, 0.873938, -0.523407], [1.933326, 0.886474, -1.319806], [0.543420, -1.112806, -2.646497], [-0.878123, -1.862822, -1.860040], [-1.814911, -1.046848, 0.106099], [-1.212655, -0.788504, 2.192099], [-1.496361, 0.942057, 1.706955], [2.213013, 1.208344, 1.085797], [0.169847, 1.738465, -0.804870]],
  "forces_ev_per_a": [[-0.9, -0.2, -1.9], [2.7, 2.7, -0.7], [-1.6, 0.9, 1.1], [4.1, -4.7, 0.3], [-1.4, 0.6, 1.6], [0.1, -0.6, -2.3], [-3.9, -0.8, 0.1], [0.9, -0.3, -0.4], [-1.0, -0.1, 2.2], [1.5, 0.3, -0.2], [-0.6, -1.1, -0.5], [0.1, 1.8, -0.6], [-2.0, 2.3, 0.0], [1.0, 0.2, 0.9], [1.0, -1.1, 0.3]],
  "lowdin_charge": [0.212, -0.233, 0.116, -0.091, 0.096, -0.072, -0.208, 0.079, 0.189, 0.161, 0.157, 0.168, 0.105, 0.127, 0.195],
  "gap_ev": 10.7,
  "homo_ev": -14.4,
  "charge": 1,
  "e_tot_ha": -420.4602,
  "e_above_lowest_kcal_mol": 19.3
}